1.
# C43H90N9O7

8 unconnected molecules or ions with the total composition C43H90N9O7 at a distorted geometry (ωB97M-V/def2-TZVPD, the Open Molecules 2025 dataset).

Cartesian coordinates (Å):
O1 6.35 -0.59 -5.54
O2 -6.17 -6.38 2.06
O3 1.40 -9.40 0.92
O4 12.23 0.64 -4.75
O5 5.02 0.30 -2.25
O6 0.97 6.44 3.06
O7 -8.65 -1.72 4.60
N1 -7.13 -8.02 0.73
N2 2.29 -2.73 -2.97
N3 8.30 -0.46 -4.29
N4 1.06 -3.29 -2.80
N5 -7.11 -3.40 4.18
N6 1.46 -7.72 -0.66
N7 4.58 2.33 -3.28
N8 0.67 8.52 4.03
N9 14.18 0.77 -3.50
C1 -1.49 4.05 2.35
C2 -7.68 -3.72 2.89
C3 -3.77 3.91 -1.70
C4 -1.67 1.39 1.87
C5 0.68 -2.13 -0.25
C6 -5.95 -4.15 4.64
C7 -2.52 5.01 3.18
C8 -5.24 2.13 2.90
C9 -5.38 3.55 -1.65
C10 -6.67 1.61 2.27
C11 15.57 1.18 -3.44
C12 0.30 -3.04 -1.55
C13 -6.46 0.17 1.47
C14 -6.79 -7.43 1.93
C15 -0.40 0.71 1.10
C16 -3.34 4.64 -3.10
C17 5.04 1.52 -2.25
C18 7.53 -0.27 -5.42
C19 -5.14 0.99 -0.82
C20 -1.27 2.55 2.98
C21 2.81 -1.88 -1.89
C22 4.03 1.70 -4.46
C23 0.04 9.82 3.96
C24 1.35 -6.30 -0.95
C25 13.41 0.96 -4.63
C26 7.70 -1.08 -3.13
C27 1.52 8.21 5.16
C28 2.18 -1.42 -0.45
C29 -6.50 0.33 -0.17
C30 -0.22 -1.92 1.11
C31 -6.73 -7.38 -0.50
C32 0.20 -0.56 1.94
C33 9.69 -0.05 -4.23
C34 -5.61 1.98 -2.08
C35 13.58 0.15 -2.34
C36 1.75 -8.63 -1.75
C37 0.48 7.56 3.06
C38 4.63 3.77 -3.20
C39 -4.82 3.65 2.44
C40 -7.68 -2.39 4.93
C41 -3.92 4.28 3.65
C42 -7.86 -9.27 0.67
C43 1.31 -8.22 0.61
H1 -0.72 0.41 -0.01
H2 -6.22 -5.21 4.70
H3 -0.19 7.90 2.25
H4 10.30 -0.93 -4.03
H5 1.13 -5.73 -0.04
H6 -0.59 9.96 4.85
H7 -0.33 -0.60 2.99
H8 0.82 10.59 3.95
H9 6.85 -0.48 -2.80
H10 5.24 4.15 -4.03
H11 1.85 -8.09 -2.70
H12 -1.78 3.99 1.21
H13 -2.25 4.32 -3.40
H14 -0.76 -3.59 -1.49
H15 0.04 -2.84 1.84
H16 8.43 -1.16 -2.32
H17 -3.39 5.80 -2.96
H18 -8.79 -9.10 0.12
H19 -0.12 2.41 3.24
H20 -6.75 1.77 -2.32
H21 -3.58 4.68 -0.81
H22 -4.46 0.10 -1.24
H23 -4.40 1.41 2.51
H24 9.81 0.67 -3.42
H25 -5.63 -3.80 5.62
H26 1.12 7.34 5.69
H27 3.61 4.16 -3.29
H28 -3.71 3.51 4.54
H29 3.90 -1.45 -2.09
H30 -4.58 5.14 4.15
H31 -5.83 3.67 -0.56
H32 0.94 -9.36 -1.82
H33 -7.38 -0.52 1.78
H34 2.52 7.97 4.80
H35 -8.72 -4.02 3.02
H36 -7.12 -4.53 2.41
H37 -7.25 -10.01 0.14
H38 -6.61 -0.78 -0.61
H39 5.06 4.10 -2.26
H40 -5.80 4.30 2.32
H41 1.58 9.06 5.85
H42 -7.16 -2.23 5.90
H43 15.69 1.90 -2.63
H44 7.34 -2.08 -3.41
H45 -5.64 -7.28 -0.52
H46 -3.18 2.91 -1.49
H47 10.01 0.40 -5.17
H48 -2.43 1.85 1.08
H49 14.31 0.07 -1.52
H50 -2.79 5.92 2.46
H51 4.79 1.06 -4.92
H52 2.69 -9.16 -1.54
H53 1.10 -7.44 1.36
H54 -0.43 4.60 2.37
H55 2.69 -0.74 0.35
H56 8.08 0.21 -6.25
H57 -4.07 4.30 -3.99
H58 3.17 1.08 -4.18
H59 0.54 -6.15 -1.67
H60 -8.09 -9.64 1.67
H61 -6.03 4.21 -2.37
H62 2.29 -5.95 -1.38
H63 -1.38 -1.98 0.93
H64 -7.11 2.39 1.48
H65 -4.99 1.67 -3.03
H66 -7.18 -6.38 -0.54
H67 -5.14 -4.01 3.92
H68 -7.64 -2.83 2.25
H69 -4.55 1.58 0.00
H70 -1.86 2.42 4.00
H71 -7.44 1.52 3.17
H72 -7.50 0.90 -0.46
H73 -4.25 3.70 1.41
H74 13.22 -0.85 -2.61
H75 -5.35 2.11 4.07
H76 15.89 1.63 -4.38
H77 -1.97 5.45 4.11
H78 0.43 1.55 0.96
H79 -5.46 -0.36 1.82
H80 12.73 0.75 -2.01
H81 13.96 1.44 -5.45
H82 5.43 2.10 -1.40
H83 16.18 0.30 -3.23
H84 -7.14 -8.00 2.81
H85 -7.07 -7.96 -1.37
H86 3.71 2.46 -5.18
H87 0.68 -3.94 -3.55
H88 -0.57 9.92 3.07
H89 -2.25 0.55 2.49
H90 1.35 -0.44 2.07

E_LUMO = -0.18016 hartree
Charge = +1
Frontier orbital gap = 5.2 eV
ΔE to the lowest compared entry with this formula, charge and spin = 16.2188 eV
E_HOMO = -10.11 eV

***

2.
# C43H95F12N4O17

9 unconnected molecules or ions with the total composition C43H95F12N4O17 at a distorted geometry (ωB97M-V/def2-TZVPD, the Open Molecules 2025 dataset).

Cartesian coordinates (Å):
F1 1.23 -7.76 -8.62
F2 -7.11 3.45 -4.90
F3 8.34 -2.40 8.60
F4 7.48 -3.23 6.91
F5 4.93 8.50 4.80
F6 -5.18 4.37 -4.90
F7 -6.92 5.15 -3.80
F8 1.45 -8.63 -6.67
F9 3.01 -8.76 -8.03
F10 9.66 -3.29 7.19
F11 4.83 7.26 3.06
F12 3.04 7.71 4.06
O1 -6.51 2.11 -2.35
O2 5.66 -0.58 -8.49
O3 3.45 -5.81 -7.98
O4 -4.06 -5.81 -3.07
O5 0.14 -1.34 -3.17
O6 -9.22 5.08 2.91
O7 3.96 1.38 10.84
O8 8.26 0.03 7.08
O9 1.34 -1.38 7.28
O10 7.89 -1.26 5.18
O11 2.36 2.57 -7.81
O12 5.83 6.05 5.87
O13 3.33 -6.75 -5.91
O14 -6.45 0.70 3.54
O15 -4.87 -1.93 -6.59
O16 -5.30 4.02 -1.70
O17 4.41 4.95 4.59
N1 1.98 -0.34 10.18
N2 3.05 -0.53 -7.30
N3 -4.25 -3.01 -4.03
N4 -8.27 2.29 2.27
C1 3.10 1.87 9.90
C2 0.36 -0.63 -1.97
C3 3.87 1.90 12.14
C4 1.58 -1.76 9.73
C5 -4.78 -3.49 -2.60
C6 2.63 -6.68 -4.66
C7 0.29 0.88 -2.03
C8 1.58 -1.13 -1.14
C9 3.50 -7.06 -3.43
C10 -4.18 4.99 -1.92
C11 2.06 -7.93 -7.59
C12 7.41 -2.10 2.91
C13 4.58 6.26 5.21
C14 2.57 0.71 9.12
C15 -9.67 2.94 1.97
C16 3.34 3.05 3.67
C17 8.52 -2.52 7.27
C18 1.72 3.76 -7.37
C19 6.73 -0.36 -9.40
C20 -10.35 5.78 3.44
C21 -5.26 -0.17 3.55
C22 1.75 -2.51 6.54
C23 2.61 -6.50 -7.11
C24 8.64 -1.18 6.44
C25 -5.75 3.20 -2.86
C26 4.17 0.28 -6.63
C27 -6.20 4.09 -4.11
C28 -4.07 -3.11 -6.56
C29 -6.08 2.07 3.35
C30 -3.23 -6.93 -2.63
C31 -7.33 2.90 3.27
C32 4.35 7.43 4.28
C33 -4.33 -3.92 -5.25
C34 2.28 0.15 -8.44
C35 1.57 1.46 -8.20
C36 8.33 -2.10 4.14
C37 -3.62 5.37 -0.55
C38 -4.69 -1.09 -7.68
C39 -4.00 -4.72 -2.10
C40 5.35 0.56 -7.67
C41 3.28 4.65 3.78
C42 -9.60 4.41 1.69
C43 0.64 -1.66 8.50
H1 3.44 2.48 4.59
H2 5.06 1.45 -8.22
H3 3.41 -1.37 -7.73
H4 -10.34 2.78 2.81
H5 7.54 0.31 -9.15
H6 2.41 -3.04 7.23
H7 1.06 4.33 -8.03
H8 -3.01 -2.83 -6.58
H9 -7.81 2.00 1.42
H10 4.00 -8.02 -3.57
H11 -2.16 -6.73 -2.67
H12 6.26 -0.04 -10.33
H13 4.32 2.87 12.34
H14 1.84 -7.40 -4.47
H15 -0.01 -0.82 8.74
H16 3.46 0.21 8.72
H17 8.20 -3.11 4.55
H18 -5.31 -0.19 -7.63
H19 -2.75 6.03 -0.56
H20 -10.71 6.65 2.89
H21 -4.65 -2.66 -1.91
H22 4.36 1.20 12.83
H23 -7.21 3.90 2.87
H24 6.43 -2.52 3.14
H25 3.69 2.50 9.23
H26 1.82 -5.82 -6.78
H27 3.36 5.11 2.79
H28 6.22 0.82 -7.06
H29 -3.42 4.79 -2.67
H30 -0.49 -0.79 -1.31
H31 2.47 2.63 3.17
H32 -5.33 -4.31 -5.36
H33 -11.16 5.14 3.80
H34 2.51 4.45 -7.07
H35 -0.51 1.26 -2.66
H36 -8.83 4.54 0.93
H37 3.10 0.39 -9.12
H38 -4.76 -0.13 2.58
H39 -5.54 -1.20 3.76
H40 2.34 -2.23 5.67
H41 -10.61 4.66 1.36
H42 2.36 -0.72 -6.58
H43 -2.96 -4.45 -1.91
H44 3.80 6.14 5.97
H45 -3.38 4.42 -0.08
H46 -10.06 2.40 1.10
H47 9.40 -2.05 3.95
H48 -5.44 2.23 2.49
H49 2.69 -0.56 10.87
H50 -4.61 -2.09 -4.21
H51 2.29 4.98 4.10
H52 1.68 -0.69 -8.77
H53 -4.43 5.74 0.09
H54 1.63 -0.91 -0.07
H55 -5.51 2.44 4.20
H56 -5.00 -1.65 -8.56
H57 -4.51 -5.12 -1.22
H58 -3.65 -0.78 -7.76
H59 -5.85 -3.57 -2.81
H60 1.32 0.13 10.78
H61 -7.89 2.77 4.20
H62 1.07 3.73 -6.50
H63 4.37 -6.41 -3.34
H64 4.19 2.72 3.07
H65 -4.82 2.73 -3.19
H66 -3.45 -7.26 -1.61
H67 0.94 1.25 -7.35
H68 -9.99 6.21 4.38
H69 7.28 -1.30 -9.45
H70 0.19 1.45 -1.10
H71 7.96 -2.67 2.15
H72 -8.60 1.39 2.61
H73 1.29 1.13 -2.39
H74 2.47 -0.69 -1.59
H75 1.65 -2.22 -1.17
H76 2.87 1.88 12.57
H77 3.78 1.13 -6.07
H78 2.26 -5.67 -4.48
H79 0.07 -2.59 8.47
H80 2.30 2.49 10.29
H81 1.08 1.92 -9.06
H82 9.70 -1.05 6.22
H83 0.92 -3.13 6.21
H84 1.86 0.94 8.33
H85 -4.70 5.89 -2.25
H86 4.69 -0.29 -5.86
H87 1.06 -2.21 10.58
H88 3.00 -6.99 -2.46
H89 -3.29 -7.78 -3.31
H90 7.32 -1.06 2.59
H91 -3.57 -4.68 -5.09
H92 -3.28 -2.83 -3.83
H93 -4.60 -0.02 4.40
H94 -4.24 -3.59 -7.52
H95 2.48 -2.29 9.42

E_LUMO = -0.00135 hartree
Charge = -1
Frontier orbital gap = 2.8 eV
E_HOMO = -2.85 eV

***

3.
# C43H97F3InO10

A molecular structure, C43H97F3InO10 (ωB97M-V/def2-TZVPD, the Open Molecules 2025 dataset).

Cartesian coordinates (Å):
In1 3.30 -0.44 1.90
F1 2.14 -2.67 -0.04
F2 0.63 -1.20 0.41
F3 1.15 -2.70 1.89
O1 7.45 -9.50 6.77
O2 -1.67 -1.82 -2.17
O3 0.70 0.68 -2.86
O4 -5.79 5.62 -3.21
O5 10.11 -10.27 11.42
O6 -0.69 5.15 -0.29
O7 5.79 -2.16 2.79
O8 -2.77 6.83 -7.88
O9 -2.52 -3.52 -4.47
O10 -7.05 8.18 -6.92
C1 -4.31 6.08 -5.09
C2 6.04 -3.47 3.06
C3 6.46 -4.33 2.03
C4 -1.49 7.38 -7.61
C5 9.30 -11.32 11.93
C6 9.27 -9.76 8.38
C7 -6.06 3.57 -0.68
C8 -5.67 5.60 -4.63
C9 -1.41 1.31 2.17
C10 -2.86 -2.43 -0.13
C11 -9.34 8.99 -6.73
C12 -7.15 2.48 -0.58
C13 -8.57 3.04 -0.69
C14 -5.05 3.51 0.46
C15 -9.65 3.08 -3.02
C16 -1.87 2.62 1.50
C17 8.11 -3.49 0.38
C18 5.96 -3.95 4.38
C19 6.75 -5.66 2.39
C20 4.56 -1.61 3.35
C21 -1.41 -3.12 -6.61
C22 0.72 0.58 3.50
C23 6.65 -6.14 3.69
C24 -1.34 8.78 -8.19
C25 -0.43 1.60 3.32
C26 8.83 -11.04 13.35
C27 8.54 -8.84 7.42
C28 -4.19 2.24 0.54
C29 2.10 1.08 3.00
C30 -2.58 -2.76 -1.58
C31 1.73 -1.84 0.98
C32 -8.23 8.16 -6.12
C33 -1.03 1.09 -4.49
C34 -0.01 5.00 -1.54
C35 6.26 -5.26 4.72
C36 6.65 -3.93 0.58
C37 1.47 4.72 -1.35
C38 6.14 -5.75 6.14
C39 -2.70 2.44 0.24
C40 -8.82 3.84 -1.98
C41 -2.72 -3.30 -5.86
C42 0.41 0.67 -4.25
C43 5.65 -2.91 0.03
H1 -5.84 4.57 -4.94
H2 -0.49 4.17 -2.05
H3 -9.37 4.75 -1.73
H4 -1.28 1.08 -5.56
H5 -0.97 0.69 1.40
H6 6.83 -6.57 6.31
H7 -2.33 1.61 -0.38
H8 5.33 -3.17 -0.98
H9 -5.64 3.58 1.39
H10 -0.35 9.19 -7.95
H11 -4.29 1.83 1.54
H12 2.68 1.42 3.85
H13 -7.03 1.75 -1.38
H14 1.95 1.94 2.35
H15 -10.50 2.58 -2.57
H16 -0.15 5.91 -2.14
H17 3.95 -2.40 3.77
H18 -1.59 -2.98 -7.67
H19 -1.20 2.09 -4.10
H20 9.85 -12.27 11.89
H21 -3.36 -2.42 -6.00
H22 8.45 -11.40 11.26
H23 -10.03 3.78 -3.77
H24 8.19 -11.85 13.72
H25 6.11 -1.92 -0.03
H26 -2.58 3.35 -0.36
H27 9.20 -8.50 6.62
H28 6.87 -7.16 3.94
H29 -8.53 7.12 -6.05
H30 -3.57 -3.14 0.30
H31 8.75 -4.37 0.32
H32 -9.05 2.35 -3.55
H33 4.79 -2.80 0.67
H34 -0.29 5.88 0.19
H35 10.88 -10.19 11.99
H36 -2.10 9.44 -7.78
H37 -7.05 1.94 0.36
H38 6.52 -4.85 0.01
H39 8.24 -2.93 -0.55
H40 0.10 0.06 -2.42
H41 0.58 -0.34 -4.65
H42 -2.17 -3.77 -1.68
H43 -8.00 8.52 -5.11
H44 -2.43 3.22 2.22
H45 -7.90 4.17 -2.44
H46 4.84 -0.93 4.16
H47 -6.75 9.09 -6.99
H48 -1.39 7.40 -6.53
H49 10.10 -9.25 8.86
H50 8.16 -7.95 7.94
H51 -0.95 3.14 1.21
H52 -8.79 3.66 0.18
H53 -3.49 -2.71 -2.18
H54 -0.01 2.59 3.16
H55 -6.45 6.22 -5.08
H56 -0.87 -2.25 -6.22
H57 -0.85 -1.87 -1.66
H58 -10.24 8.95 -6.12
H59 7.06 -6.34 1.61
H60 -2.30 0.80 2.55
H61 -9.27 2.21 -0.67
H62 0.45 -0.35 3.01
H63 -2.06 -2.75 -4.10
H64 -6.55 4.54 -0.66
H65 -5.58 3.50 -1.66
H66 -0.71 6.72 -8.01
H67 0.80 0.38 4.57
H68 8.47 -2.91 1.23
H69 -3.26 -4.17 -6.23
H70 -0.78 -4.00 -6.47
H71 1.11 1.35 -4.73
H72 1.61 3.81 -0.76
H73 1.97 4.59 -2.31
H74 9.69 -10.95 14.03
H75 -4.44 4.42 0.43
H76 -3.53 5.47 -4.64
H77 4.28 0.34 0.66
H78 -9.04 10.04 -6.82
H79 -1.94 -2.47 0.46
H80 5.14 -6.13 6.31
H81 9.64 -10.64 7.85
H82 -9.58 8.63 -7.74
H83 8.28 -10.11 13.39
H84 -1.45 8.76 -9.27
H85 -1.71 0.41 -3.96
H86 8.59 -10.10 9.16
H87 -5.65 6.53 -2.92
H88 -4.59 1.52 -0.18
H89 6.84 -9.79 7.46
H90 1.96 5.54 -0.82
H91 5.67 -3.24 5.14
H92 -4.21 6.05 -6.17
H93 -2.89 6.78 -8.84
H94 -4.14 7.11 -4.76
H95 -3.27 -1.43 -0.03
H96 6.37 -4.95 6.84
H97 -1.01 1.64 4.24

E_LUMO = 0.06147 hartree
Charge = -1
Frontier orbital gap = 6.4 eV
E_HOMO = -4.73 eV